13
Properties=species:S:1:pos:R:3:forces:R:3 method="wB97M-V/def2-TZVPD" relative_energy_kj_mol=0.0 total_charge=-1 gap_ev=7.6 e_lumo_ev=3.368
C 1.14500 -1.72570 1.10617 -2.47 5.07 1.53
C 3.11322 -0.15583 -1.03620 -0.70 -0.11 2.24
O 3.80308 -0.07255 1.73477 -0.18 0.70 -1.10
O 2.90410 1.98327 0.58512 0.57 -0.65 0.35
O 0.10249 -0.31037 -0.93286 0.32 0.32 0.98
O 1.22564 -2.40127 -1.28868 0.53 -2.57 -1.67
F 3.91930 -1.12675 -1.46360 0.00 -0.51 -0.15
F 2.91502 0.65772 -2.06575 -0.51 -0.03 -0.18
S 3.91368 0.89208 0.59442 -0.90 -0.36 -0.16
S 1.21184 -1.17735 -0.57869 1.19 1.80 -0.78
H 0.08531 -2.01849 1.21321 0.28 0.05 -0.20
H 1.73431 -2.51137 1.43500 1.69 -1.08 0.13
H 1.23556 -0.69366 1.72051 0.19 -2.64 -0.99

***

10
Properties=species:S:1:pos:R:3:forces:R:3 method="wB97M-V/def2-TZVPD" relative_energy_kj_mol=162.8 gap_ev=9.9 e_lumo_ev=-0.503 smiles="O=CNC(=O)C=O"
O 2.30115 0.83615 0.64619 -0.59 -0.07 -0.64
C 1.58108 0.51186 -0.24845 0.49 0.14 0.41
N 0.13362 0.62515 -0.18346 -0.09 -0.05 0.02
C -0.48066 -0.54185 0.19795 0.33 -0.44 0.22
O 0.14720 -1.47810 0.63901 -0.26 0.30 -0.18
C -2.00895 -0.61754 0.05716 -0.36 -0.47 0.18
O -2.58835 -1.62147 0.36966 0.26 0.68 -0.24
H 1.94034 0.05370 -1.18496 0.04 0.10 0.08
H -0.33860 1.29205 -0.78382 0.08 -0.16 0.13
H -2.54444 0.27195 -0.33525 0.10 -0.04 0.02

***

30
Properties=species:S:1:pos:R:3:forces:R:3 method="wB97M-V/def2-TZVPD" relative_energy_kj_mol=196.7 gap_ev=9.8 e_lumo_ev=0.887 smiles=Cc1ccccc1.Cc1ccccc1
C -0.49206 3.48439 -3.05643 0.93 0.22 -2.26
C -0.89616 2.79439 -1.79354 0.69 1.24 -2.06
C -2.19654 2.88826 -1.36826 -1.38 -0.30 1.86
C -2.58036 2.14190 -0.22566 -1.45 1.40 -1.52
C -1.62368 1.46217 0.45678 -0.30 -1.84 1.52
C -0.32458 1.37469 0.01039 2.69 -0.14 -0.33
C 0.10348 2.09862 -1.15836 0.58 -1.85 1.85
H -0.69097 2.94378 -4.03985 0.23 -0.20 1.43
H 0.61589 3.65604 -3.05249 -0.99 0.13 -0.09
H -1.01433 4.40520 -3.32175 0.08 0.34 0.76
H -2.90598 3.63696 -1.76805 0.51 -0.84 -0.26
H -3.65834 2.08003 0.06131 1.12 0.32 -0.04
H -1.94970 0.88479 1.35599 0.54 0.46 -0.81
H 0.39793 0.71293 0.59973 -0.98 1.13 -0.93
H 1.19516 2.09558 -1.56583 -2.25 -0.13 0.90
C 1.75440 -1.91212 -0.74383 -1.17 -1.00 -0.46
C 1.29932 -2.22750 0.65139 -0.46 1.35 -1.47
C 0.02108 -2.69787 0.89899 -1.68 -1.73 -0.80
C -0.48607 -3.12061 2.14497 0.84 0.33 -0.91
C 0.50541 -3.11605 3.13703 -1.50 -1.07 -0.23
C 1.67641 -2.41185 2.90204 1.39 0.43 1.90
C 2.08413 -1.86165 1.70632 1.58 1.74 0.53
H 1.00523 -2.31744 -1.44540 0.19 0.65 0.04
H 2.63820 -2.45312 -0.98401 0.99 -0.52 -0.01
H 1.98494 -0.87624 -0.92865 -0.28 0.50 0.00
H -0.60648 -3.04427 0.04812 0.45 0.91 0.31
H -1.56464 -3.46431 2.19698 1.74 0.14 0.27
H 0.36088 -3.84340 3.95084 0.25 1.16 0.31
H 2.33962 -2.24697 3.74830 -0.05 -0.28 0.07
H 3.00781 -1.06633 1.58296 -2.30 -2.56 0.44

***

82
Properties=species:S:1:pos:R:3:forces:R:3 method="wB97M-V/def2-TZVPD" relative_energy_kj_mol=915.7 total_charge=+1 gap_ev=1.5 e_lumo_ev=-6.982
C 5.63388 -0.73076 -0.84693 -2.19 1.37 0.77
C 4.63006 0.18103 -0.27088 0.71 -2.58 -0.77
C 3.18547 -0.48810 -0.02850 -1.61 0.17 -1.02
C 3.03528 -1.33137 1.25237 -2.91 1.82 -3.79
C 1.56784 -2.04517 1.47424 -3.16 4.80 -5.62
C 0.44293 -1.81829 0.38479 2.87 1.39 -0.49
C 0.68216 -0.93983 -0.89976 2.58 -0.49 1.78
C 2.07651 -0.25799 -1.10876 -1.58 -2.70 3.74
C -0.51848 -0.80209 -1.96543 -0.34 1.33 -1.33
O -0.69771 0.27690 -2.56803 1.72 -6.41 -0.74
C -1.43522 -2.11160 -2.11669 0.70 -0.59 3.35
C -1.65310 -2.89460 -0.93874 0.96 1.47 -2.22
C -1.02636 -2.47478 0.48537 -0.93 0.09 1.03
O -1.63426 -2.60570 1.56882 2.32 0.15 -3.67
H 5.35437 -1.20948 -1.87130 0.15 -0.71 2.62
H 6.60009 -1.02409 -0.32590 -0.65 1.49 -1.51
H 4.86783 1.27028 -0.03943 -0.22 -1.81 1.32
H 3.92700 -1.47231 2.03118 -1.73 1.94 -2.96
H 1.40839 -2.72053 2.43547 -3.85 3.54 -4.07
H 2.26986 0.38967 -2.02068 -0.51 -0.89 1.34
H -1.84422 -2.39464 -3.13989 0.50 0.53 1.63
H -2.27129 -3.84904 -1.03138 0.98 1.55 0.48
Na 4.72633 1.06288 -2.52279 0.01 0.38 -0.56
C 5.03542 -4.30634 2.76974 8.74 -0.41 3.74
O 5.78665 -5.21919 3.15454 -0.64 0.95 -0.44
O 4.16581 -4.75797 1.86512 0.59 -4.73 -4.41
O 4.97154 -3.09840 3.08280 11.68 -0.59 0.17
H 4.54355 -5.66402 1.92265 -0.61 -1.33 2.17
O -1.06688 1.45796 -1.07022 -0.36 2.35 3.04
S -0.95135 2.21557 0.19766 -0.28 0.39 -0.56
O -0.37738 1.33991 1.23603 -0.12 -0.31 0.14
O -2.28880 2.66940 0.61034 0.19 0.04 0.49
O -0.07414 3.38160 0.00154 -0.08 -0.03 -0.03
C 1.71666 3.44934 2.94960 -0.56 0.10 -0.19
Cl 1.60601 2.50893 4.44370 -0.03 -0.02 0.02
Cl 3.38492 3.51740 2.36051 0.16 0.01 -0.13
H 1.09107 2.98230 2.18909 0.20 -0.03 0.13
H 1.36766 4.46327 3.14310 0.22 -0.09 0.03
Ca 4.83954 -5.61290 0.09005 0.96 -0.53 -4.02
C -6.38663 -1.88713 -0.12849 -0.30 0.17 0.98
C -5.20675 -1.88067 -1.04711 0.46 -0.29 0.00
O -5.77431 -2.17152 -2.30659 -0.19 0.44 0.31
C -7.04772 -1.68348 -2.25218 -1.43 0.31 -1.12
O -7.73890 -1.50587 -3.20964 0.66 -0.27 0.82
O -7.42959 -1.41680 -0.97138 0.41 -0.14 -0.64
F -4.33552 -2.87278 -0.72972 -0.09 -0.03 -0.01
H -6.63514 -2.88957 0.23163 0.22 -0.02 -0.14
H -6.24906 -1.22983 0.73112 -0.16 0.05 -0.18
H -4.67867 -0.92369 -1.09414 0.16 -0.16 0.02
Cs 3.03623 -3.22135 2.86429 -13.62 -1.69 10.51
C 9.01502 -0.95522 -3.15318 0.29 -0.20 -0.21
Cl 8.11679 -2.39561 -2.65975 0.06 -0.07 -0.05
Cl 8.11323 0.52225 -2.78221 0.03 0.24 -0.04
H 9.96499 -0.93093 -2.62183 -0.24 0.07 0.05
H 9.19316 -1.00005 -4.22637 -0.17 0.03 0.16
O 0.23368 7.04221 3.13155 -0.41 0.42 0.08
S -1.14844 7.28517 3.46004 -0.55 -0.32 0.35
O -1.91917 8.30453 2.79841 0.73 -0.31 0.17
O -1.28097 7.48728 5.05882 -0.09 -0.55 -0.71
C -0.48105 8.48840 5.68810 0.42 0.85 0.36
C -1.02099 9.88267 5.42985 -0.08 0.14 -0.31
C -2.03692 5.75891 3.34973 0.01 -0.03 0.13
H 0.56254 8.40271 5.37152 -0.11 -0.11 -0.12
H -0.50907 8.28819 6.76221 -0.14 -0.30 -0.20
H -0.93284 10.14944 4.37439 0.01 -0.02 0.10
H -0.46972 10.62495 6.01126 -0.01 -0.12 0.04
H -2.08068 9.94064 5.68984 0.11 -0.02 0.06
H -1.48337 4.98667 3.88312 -0.04 0.09 -0.03
H -2.12362 5.49814 2.29424 0.10 0.10 0.04
H -3.02819 5.89600 3.78062 0.11 0.04 -0.03
O -1.27322 -6.62338 -4.55413 -0.36 0.65 0.37
C -2.26937 -5.95640 -4.66503 0.61 -0.88 -0.07
O -2.72770 -5.10877 -3.70335 0.47 -0.20 -0.09
C -3.98683 -4.55988 -4.11425 -0.52 0.39 0.13
C -4.00928 -4.69805 -5.61840 -0.33 0.21 -0.49
C -3.20732 -5.96373 -5.84207 -0.16 0.46 -0.22
H -4.78856 -5.12728 -3.63276 0.07 0.04 0.00
H -4.05335 -3.51752 -3.79829 0.08 -0.19 0.16
H -5.01813 -4.73841 -6.03162 0.07 0.06 0.12
H -3.49103 -3.84972 -6.07683 -0.09 -0.05 0.05
H -3.83390 -6.85733 -5.79270 0.15 -0.04 -0.05
H -2.65724 -5.93044 -6.78211 0.02 -0.35 0.15

***

43
Properties=species:S:1:pos:R:3:forces:R:3 method="wB97M-V/def2-TZVPD" gap_ev=9.2 e_lumo_ev=0.232
C -4.81585 1.64172 -1.71207 -0.02 0.06 -0.03
C -3.79492 0.61768 -1.23926 -0.08 -0.09 0.22
F -3.13297 0.11299 -2.35863 0.01 0.01 -0.11
C -2.78655 1.23697 -0.28294 -0.03 0.18 -0.08
C -1.65276 0.34580 0.22946 0.04 -0.01 0.07
C -0.58124 1.27013 0.91554 -0.18 0.11 -0.19
I 0.48724 0.34083 2.54456 -0.07 -0.15 -0.06
C 0.44590 1.79076 -0.10511 0.05 0.16 -0.05
C -0.13744 2.48475 -1.33404 0.06 -0.08 -0.08
I 1.79223 3.22319 0.79615 -0.03 -0.02 0.01
C -2.24329 -0.80644 1.08247 -0.07 -0.17 0.12
C -1.75135 -2.08455 0.41918 -0.17 0.02 0.21
O -2.81690 -2.55591 -0.39961 0.09 -0.02 -0.11
C -0.62167 -1.57660 -0.46244 -0.15 0.18 -0.25
O 0.36289 -2.13735 -0.83819 -0.08 -0.13 -0.13
O -0.94899 -0.31402 -0.84726 0.29 -0.16 0.34
H -4.49202 2.03109 -2.67828 0.01 0.04 0.06
H -5.80446 1.20256 -1.83585 0.02 0.00 -0.04
H -4.89224 2.48065 -1.01806 -0.05 -0.06 0.01
H -4.29258 -0.23640 -0.77324 0.09 -0.03 -0.04
H -3.33821 1.53007 0.61768 -0.01 0.07 -0.08
H -2.40644 2.15618 -0.73065 -0.08 -0.13 0.07
H -1.09403 2.11731 1.37302 0.02 -0.09 0.09
H 1.09315 0.97238 -0.41411 -0.02 0.05 0.03
H -0.74667 1.79615 -1.92030 0.06 0.04 0.02
H 0.67395 2.83252 -1.97131 0.01 0.01 0.04
H -0.73063 3.35586 -1.04806 0.04 -0.02 -0.04
H -3.33291 -0.80753 1.06596 0.04 0.06 -0.11
H -1.94816 -0.74803 2.12293 0.11 0.04 0.04
H -1.41643 -2.86566 1.10369 0.08 0.12 0.03
H -2.48830 -3.22011 -1.01722 0.03 -0.01 0.07
C 4.25306 -0.03108 1.36410 0.06 0.04 0.08
O 4.83365 0.68385 2.15777 0.00 -0.02 -0.01
N 4.71968 -1.21934 0.92957 0.01 -0.03 -0.03
C 3.98134 -2.03852 -0.00799 -0.05 0.05 0.00
C 6.00322 -1.67658 1.42979 -0.02 -0.01 -0.01
H 3.27575 0.23508 0.93441 -0.05 0.02 -0.06
H 3.74112 -3.01181 0.42544 -0.02 0.01 0.00
H 4.55418 -2.20038 -0.92370 0.00 0.01 -0.01
H 3.04527 -1.54216 -0.26909 0.05 -0.06 0.02
H 5.98347 -1.77484 2.51566 -0.01 0.00 0.00
H 6.79236 -0.96811 1.17612 0.00 0.00 -0.01
H 6.22853 -2.64312 0.98389 0.01 0.00 0.01

***

21
Properties=species:S:1:pos:R:3:forces:R:3 method="wB97M-V/def2-TZVPD" relative_energy_kj_mol=314.7 gap_ev=9.9 e_lumo_ev=0.835 smiles="CC[S@@](=N)(=O)C(C)C"
C 2.93107 -0.15424 -0.40003 3.98 2.57 -1.63
C 1.59975 0.16734 -0.83319 -3.82 1.65 0.93
S 0.41796 -0.12245 0.64196 2.09 -0.26 2.36
N 0.39986 -1.68519 0.71016 -0.52 0.87 0.70
O 1.04230 0.59794 1.82767 -1.71 -0.87 -2.37
C -1.33004 0.62865 0.30084 0.95 -0.43 0.36
C -2.30274 -0.22620 1.14004 0.89 2.76 -0.63
C -1.57325 0.55076 -1.18516 -2.05 0.16 -1.88
H 3.32341 0.55629 0.35469 -0.14 0.07 -0.75
H 3.07592 -1.04361 0.08466 -0.29 -2.69 0.84
H 3.65167 -0.17815 -1.35531 -1.43 0.25 2.10
H 1.22068 -0.50219 -1.55095 -0.45 -0.82 -1.06
H 1.33371 1.22378 -1.14726 0.91 -1.07 0.34
H 0.16142 -2.04039 1.67681 0.23 0.80 -1.38
H -1.27659 1.69447 0.56249 0.16 -0.47 0.51
H -2.15864 -1.22946 0.99165 0.35 -2.50 -0.76
H -2.25959 -0.05610 2.17817 0.37 0.48 1.33
H -3.25716 0.08183 0.82490 -1.52 0.12 -0.43
H -2.06905 -0.45855 -1.47999 1.31 1.65 0.24
H -0.65019 0.80773 -1.71816 -0.26 -0.71 -0.17
H -2.28051 1.38776 -1.62399 0.96 -1.57 1.37